(1)
{
  "formula": "C35H36As2ORhSe",
  "method": "ωB97M-V/def2-TZVPD",
  "lumo_energy_ha": [-0.0729, -0.1939],
  "spin_multiplicity": 5,
  "total_charge": 1,
  "homo_lumo_gap_ev": [8.67, 6.12],
  "mol_weight_g_mol": 804.38,
  "homo_energy_ev": [-10.66, -11.40],
  "species": ["Rh", "C", "C", "As", "C", "C", "C", "C", "C", "C", "C", "C", "C", "C", "C", "C", "As", "C", "C", "C", "C", "C", "C", "C", "C", "C", "C", "C", "C", "H", "H", "H", "H", "H", "H", "H", "H", "H", "H", "H", "H", "H", "H", "H", "H", "H", "H", "H", "H", "H", "H", "H", "H", "C", "C", "C", "O", "H", "H", "H", "H", "H", "H", "H", "Se", "C", "C", "C", "C", "C", "C", "H", "H", "H", "H", "H"],
  "positions_angstrom": [[0.54551, 1.14465, -0.60010], [0.11857, -1.86729, 1.34717], [1.31782, -1.08990, 1.89373], [1.12175, 0.57310, 2.94351], [-0.04177, 1.71051, 1.80782], [-1.44096, 1.80298, 1.88848], [-2.13221, 2.83345, 1.27316], [-1.45891, 3.79152, 0.52484], [-0.07559, 3.75510, 0.44987], [0.63670, 2.75117, 1.12021], [-0.05256, -0.05044, 4.35798], [0.51519, 0.03950, 5.62864], [-0.17156, -0.40871, 6.75025], [-1.43867, -0.95256, 6.61446], [-2.01898, -1.04401, 5.35537], [-1.33342, -0.59545, 4.23524], [-0.52019, -1.16106, -0.36054], [-0.78725, -2.78677, -1.38348], [0.21585, -3.75360, -1.38927], [0.00630, -4.97211, -2.01692], [-1.19745, -5.21911, -2.66406], [-2.17720, -4.23753, -2.70058], [-1.97513, -3.01896, -2.06498], [-2.37397, -0.68130, -0.08830], [-2.93098, 0.25858, -0.95115], [-4.28239, 0.57315, -0.85276], [-5.06967, -0.03568, 0.11426], [-4.51627, -0.98538, 0.96599], [-3.17408, -1.32054, 0.85464], [-0.70030, -1.93165, 2.05939], [0.42523, -2.89323, 1.14194], [1.99488, -0.82238, 1.07943], [1.89158, -1.73212, 2.56504], [-1.99995, 1.09379, 2.47720], [-3.20811, 2.88731, 1.38108], [-2.00665, 4.58953, 0.04075], [0.46779, 4.55248, -0.04176], [1.70341, 2.87636, 1.26123], [1.50413, 0.46616, 5.74344], [0.28214, -0.32366, 7.72932], [-1.97737, -1.29993, 7.48653], [-3.01088, -1.46370, 5.24344], [-1.81991, -0.67768, 3.27275], [1.16954, -3.56152, -0.91051], [0.78262, -5.72615, -2.00149], [-1.36711, -6.17338, -3.14558], [-3.10684, -4.41812, -3.22482], [-2.74940, -2.26485, -2.10192], [-2.31026, 0.73751, -1.70124], [-4.71643, 1.29981, -1.52841], [-6.11759, 0.22089, 0.20103], [-5.13472, -1.47653, 1.70633], [-2.76191, -2.09074, 1.49576], [-1.12698, 3.33003, -3.26933], [0.04282, 2.36834, -3.39940], [1.37220, 3.08966, -3.31690], [-0.08926, 1.33225, -2.43150], [-2.07072, 2.81148, -3.44152], [-1.03968, 4.14544, -3.98935], [-1.14244, 3.74910, -2.25976], [-0.02890, 1.88229, -4.37778], [1.47807, 3.58017, -2.34352], [1.44802, 3.85335, -4.09189], [2.19995, 2.38880, -3.44424], [3.05494, 1.38636, -0.77832], [4.47870, 0.57851, -1.66353], [4.33814, -0.62098, -2.37332], [5.44572, -1.17979, -2.98068], [6.68462, -0.55091, -2.88493], [6.82276, 0.64333, -2.18471], [5.72230, 1.21752, -1.57099], [3.36891, -1.09720, -2.44647], [5.34904, -2.10737, -3.52936], [7.54821, -0.99399, -3.36371], [7.78844, 1.12583, -2.11662], [5.81277, 2.14629, -1.02456]],
  "atomic_forces_ev_per_a": [[-0.26, -0.41, -0.62], [0.15, -0.08, 0.08], [-0.13, -0.05, -0.10], [0.03, 0.02, -0.11], [0.00, 0.25, 0.03], [0.05, -0.01, -0.02], [-0.03, -0.02, -0.07], [-0.03, 0.00, 0.01], [0.04, 0.05, 0.07], [-0.07, 0.02, 0.30], [-0.12, 0.02, 0.10], [-0.09, -0.04, 0.02], [0.00, 0.02, -0.01], [-0.01, 0.01, -0.03], [0.04, 0.03, -0.02], [0.04, -0.04, 0.08], [-0.17, 0.09, 0.30], [0.30, 0.00, -0.09], [0.00, 0.01, -0.06], [0.00, 0.03, -0.03], [0.01, 0.03, 0.01], [0.03, 0.01, -0.03], [-0.01, -0.06, -0.03], [-0.06, -0.04, -0.05], [-0.08, 0.01, 0.06], [0.08, 0.03, 0.04], [0.03, -0.01, 0.02], [0.01, 0.02, -0.01], [0.00, 0.08, -0.01], [0.01, 0.02, 0.03], [-0.03, -0.04, 0.00], [0.09, -0.07, -0.03], [0.01, 0.02, 0.07], [-0.01, -0.04, -0.03], [0.02, -0.01, -0.02], [0.00, -0.01, 0.01], [0.00, -0.04, -0.05], [0.07, -0.09, -0.08], [0.01, 0.01, 0.02], [0.00, -0.02, -0.02], [0.01, 0.00, -0.01], [0.01, 0.00, 0.01], [0.02, -0.03, 0.00], [-0.01, -0.03, 0.07], [-0.01, 0.01, -0.01], [0.00, 0.02, 0.00], [0.01, 0.00, 0.02], [-0.03, 0.00, 0.05], [0.00, 0.02, 0.00], [0.01, -0.01, 0.01], [0.01, -0.02, -0.01], [0.00, 0.00, -0.01], [-0.02, -0.01, 0.01], [-0.07, -0.04, 0.14], [0.02, -0.15, -0.02], [0.10, -0.07, 0.14], [-0.25, 0.45, -0.24], [0.00, 0.02, 0.01], [-0.02, -0.03, 0.02], [-0.01, 0.04, -0.06], [0.03, -0.12, -0.01], [0.01, 0.04, -0.03], [-0.01, -0.02, 0.01], [0.01, 0.03, -0.02], [0.49, 0.57, 0.41], [-0.25, -0.30, -0.11], [0.05, 0.00, -0.03], [0.00, -0.01, 0.00], [0.00, 0.02, 0.00], [-0.08, 0.03, 0.03], [0.10, -0.14, -0.11], [-0.01, 0.02, 0.02], [0.01, 0.02, 0.00], [-0.01, 0.00, 0.01], [-0.01, -0.01, -0.01], [0.00, 0.00, 0.02]]
}



(2)
{
  "formula": "C21H57BBrO11S8",
  "method": "ωB97M-V/def2-TZVPD",
  "lumo_energy_ha": -0.0969,
  "total_charge": 1,
  "homo_lumo_gap_ev": 7.77,
  "mol_weight_g_mol": 832.93,
  "homo_energy_ev": -10.40,
  "species": ["C", "C", "O", "B", "O", "S", "C", "C", "C", "Br", "C", "C", "O", "O", "H", "H", "H", "H", "H", "H", "H", "H", "H", "H", "H", "H", "H", "H", "H", "C", "S", "O", "C", "H", "H", "H", "H", "H", "H", "C", "S", "O", "C", "H", "H", "H", "H", "H", "H", "C", "S", "O", "C", "H", "H", "H", "H", "H", "H", "C", "S", "O", "C", "H", "H", "H", "H", "H", "H", "C", "S", "O", "C", "H", "H", "H", "H", "H", "H", "C", "S", "O", "C", "H", "H", "H", "H", "H", "H", "C", "S", "O", "C", "H", "H", "H", "H", "H", "H"],
  "positions_angstrom": [[-2.19566, 2.44067, -0.57444], [-1.17486, 1.43189, -1.03859], [-1.63014, 0.07861, -0.78291], [-0.63636, -0.76863, -0.52336], [-0.14964, -1.63257, -1.43506], [0.11482, -0.71195, 1.21370], [0.08634, -2.34986, 2.02570], [-0.23669, -3.51864, 1.12052], [-1.74199, -3.68812, 0.85127], [-2.40093, -5.34912, 1.55138], [-0.99104, 0.35813, 2.20043], [-2.37846, -0.23817, 2.38477], [-3.28242, -0.03104, 1.59205], [-2.57494, -0.98692, 3.47809], [-3.04716, 1.88712, -0.20460], [-2.54951, 3.04899, -1.39108], [-1.78350, 3.10249, 0.17402], [-1.00083, 1.58736, -2.09235], [-0.21128, 1.59455, -0.54849], [-0.91360, -1.97645, -1.91022], [-0.59889, -2.32613, 2.85731], [1.07619, -2.49227, 2.42879], [0.33555, -3.48898, 0.20625], [0.11050, -4.39694, 1.64920], [-1.91842, -3.63651, -0.20800], [-2.27837, -2.88277, 1.32899], [-1.04108, 1.30517, 1.68542], [-0.47014, 0.47729, 3.13968], [-1.77101, -1.02445, 4.01577], [0.92286, 2.41777, -6.25519], [0.88065, 2.09056, -4.49733], [0.24150, 3.26482, -3.82948], [2.65310, 2.23002, -4.23890], [-0.09435, 2.42198, -6.63638], [1.38122, 3.38988, -6.43232], [1.49008, 1.63516, -6.75748], [2.99113, 3.21711, -4.55536], [3.16292, 1.45400, -4.80865], [2.85319, 2.09435, -3.17752], [-3.10789, -0.70735, 7.61412], [-1.57426, -1.63716, 7.56910], [-0.93406, -1.35946, 6.23878], [-2.33163, -3.25655, 7.46006], [-2.85981, 0.35121, 7.64523], [-3.69566, -0.92237, 6.72120], [-3.66409, -0.97842, 8.51040], [-2.97086, -3.30352, 6.57773], [-2.91225, -3.44116, 8.36257], [-1.53558, -3.99366, 7.38197], [-2.97019, 3.67269, -9.34574], [-2.08460, 2.33891, -8.53305], [-0.73555, 2.26129, -9.15316], [-3.07016, 1.00674, -9.22512], [-2.48647, 4.60929, -9.07823], [-2.92963, 3.53239, -10.42550], [-4.00372, 3.68397, -9.00062], [-3.02352, 1.04582, -10.31296], [-4.10038, 1.10422, -8.88350], [-2.65628, 0.06444, -8.87364], [-1.14289, -9.41119, 2.37588], [-0.32820, -8.00980, 3.14949], [0.81259, -7.62355, 2.27764], [0.34599, -8.92988, 4.53762], [-1.60202, -9.06510, 1.45230], [-0.40812, -10.18454, 2.15371], [-1.91218, -9.79659, 3.04473], [0.97955, -9.73606, 4.16889], [-0.47134, -9.33078, 5.13660], [0.93787, -8.24474, 5.14022], [2.33866, -3.27702, 6.99309], [2.63406, -3.75374, 8.70304], [1.31912, -3.72588, 9.39369], [3.50740, -2.25311, 9.16340], [1.76070, -4.06873, 6.52053], [1.77549, -2.34281, 6.96218], [3.29391, -3.16560, 6.47954], [2.86736, -1.38866, 8.98669], [4.42475, -2.17503, 8.58014], [3.75192, -2.31931, 10.22083], [1.13123, 4.81332, -0.59228], [1.31034, 4.05725, 1.02806], [-0.04069, 4.04880, 1.66142], [2.24755, 5.39843, 1.76363], [0.53279, 4.15393, -1.22037], [0.63058, 5.77571, -0.49021], [2.11603, 4.94122, -1.04078], [1.66930, 6.31991, 1.70558], [3.19433, 5.50734, 1.23568], [2.43676, 5.14827, 2.80504], [3.63991, 7.40675, -6.68644], [3.44975, 5.63876, -6.94388], [4.78184, 5.09876, -7.30925], [2.49009, 5.77024, -8.45781], [4.25161, 7.55342, -5.79925], [4.13340, 7.84953, -7.55105], [2.65969, 7.85821, -6.53367], [3.06037, 6.32358, -9.20334], [1.54751, 6.27532, -8.24602], [2.29080, 4.76364, -8.82053]],
  "atomic_forces_ev_per_a": [[-0.18, -0.16, 0.07], [0.00, 0.93, -0.16], [0.15, 0.19, 0.10], [-0.86, -0.04, -0.87], [0.26, -0.76, 1.16], [0.50, 0.40, 0.60], [0.31, -0.56, -0.31], [-0.43, -0.34, 0.19], [0.90, 0.47, -0.01], [-0.22, -0.03, -0.03], [0.04, -0.68, -0.12], [-2.05, 0.52, -1.30], [1.63, -0.48, 1.40], [0.32, 0.09, -0.36], [-0.24, 0.04, 0.38], [0.00, 0.19, -0.36], [-0.07, 0.12, 0.38], [0.15, -0.46, -0.45], [0.16, -0.04, 0.17], [0.08, 0.09, -0.84], [-0.32, 0.25, 0.19], [0.40, 0.26, 0.10], [0.15, 0.08, -0.30], [0.21, -0.24, 0.16], [-0.39, -0.27, -0.35], [-0.48, 0.10, 0.14], [-0.03, 0.34, -0.14], [0.20, 0.17, 0.28], [-0.08, -0.06, 0.73], [-0.04, 0.09, -0.10], [0.09, -0.12, -0.06], [0.03, -0.01, 0.14], [0.07, 0.08, 0.05], [-0.01, -0.05, 0.07], [0.04, 0.04, 0.07], [-0.02, -0.03, 0.01], [-0.04, 0.01, -0.04], [-0.01, -0.01, -0.01], [-0.04, -0.02, 0.01], [-0.06, 0.06, -0.13], [0.04, 0.02, 0.17], [-0.11, 0.00, -0.47], [0.00, -0.10, -0.14], [0.05, 0.00, 0.02], [0.02, -0.03, -0.01], [0.03, -0.01, 0.03], [0.00, 0.06, 0.00], [0.04, 0.01, 0.04], [0.05, 0.04, 0.07], [-0.05, 0.06, -0.07], [-0.16, 0.01, 0.02], [0.06, 0.01, -0.01], [-0.05, -0.06, -0.07], [0.04, -0.02, 0.04], [0.04, -0.04, 0.00], [0.01, -0.01, 0.03], [0.04, 0.03, 0.00], [0.01, 0.01, 0.03], [0.04, 0.02, 0.03], [-0.01, -0.09, -0.05], [-0.14, -0.03, 0.12], [0.05, 0.08, -0.03], [0.06, -0.08, 0.03], [0.01, 0.05, 0.00], [0.04, 0.03, 0.00], [-0.01, 0.03, 0.01], [0.01, 0.02, -0.04], [-0.02, 0.02, 0.00], [-0.01, 0.04, -0.02], [-0.02, 0.12, -0.08], [0.09, -0.08, -0.01], [-0.13, 0.07, -0.08], [0.02, 0.12, -0.01], [0.01, -0.05, 0.04], [-0.03, -0.02, 0.05], [0.01, -0.03, 0.01], [-0.05, -0.03, 0.00], [0.01, -0.03, 0.01], [-0.02, -0.06, 0.01], [-0.08, -0.02, -0.02], [0.19, 0.05, -0.24], [-0.10, -0.17, 0.03], [-0.01, 0.07, 0.11], [0.04, -0.01, -0.03], [-0.01, -0.01, 0.06], [0.01, -0.03, 0.00], [-0.05, -0.02, -0.02], [0.00, -0.04, -0.02], [-0.02, -0.04, 0.00], [-0.01, 0.11, -0.01], [-0.12, 0.03, 0.02], [0.05, -0.03, 0.00], [-0.05, 0.02, -0.08], [0.01, -0.05, 0.01], [0.02, -0.05, -0.02], [-0.01, -0.02, 0.01], [0.05, -0.01, 0.03], [0.00, -0.01, 0.03], [0.02, -0.03, 0.04]]
}



(3)
{
  "formula": "C5H13N",
  "method": "ωB97M-V/def2-TZVPD",
  "lumo_energy_ha": 0.0432,
  "total_charge": 0,
  "homo_lumo_gap_ev": 9.83,
  "e_above_lowest_ev": 0.402,
  "mol_weight_g_mol": 87.17,
  "homo_energy_ev": -8.66,
  "smiles": "CCNC(C)C",
  "species": ["C", "C", "N", "C", "C", "C", "H", "H", "H", "H", "H", "H", "H", "H", "H", "H", "H", "H", "H"],
  "positions_angstrom": [[1.20548, -0.45344, 2.03236], [0.73242, 0.80929, 1.32404], [0.65917, 0.62142, -0.11670], [-1.63699, 0.68565, -1.05208], [-0.46943, -0.18712, -0.58087], [-0.05237, -1.13530, -1.69495], [1.23989, -0.31634, 3.11854], [0.61814, -1.33126, 1.74607], [2.21571, -0.69954, 1.71078], [1.49490, 1.57357, 1.50954], [-0.20733, 1.15557, 1.76435], [0.64524, 1.51914, -0.58338], [-2.50482, 0.05847, -1.27897], [-1.33527, 1.31099, -1.89668], [-1.93353, 1.35933, -0.24204], [-0.84790, -0.78147, 0.24824], [-0.81312, -1.90765, -1.87715], [0.86884, -1.67442, -1.48794], [0.12095, -0.60688, -2.64316]],
  "atomic_forces_ev_per_a": [[0.25, -0.20, -0.20], [0.52, -0.05, 0.09], [0.03, -0.15, -0.02], [0.01, 0.01, 0.62], [-0.16, 0.20, -0.46], [0.00, -0.46, -0.51], [-0.26, -0.15, -0.17], [-0.20, 0.16, 0.37], [0.17, 0.13, -0.06], [-0.25, 0.10, -0.01], [-0.21, 0.07, 0.05], [0.03, -0.01, 0.01], [0.11, 0.22, -0.30], [-0.16, -0.21, -0.13], [-0.03, -0.01, -0.04], [0.15, -0.08, 0.22], [-0.02, 0.30, -0.01], [0.13, 0.10, 0.33], [-0.12, 0.03, 0.22]]
}